No. 1
Computed, not measured: a single C19H28N2O2 molecule, with ωB97M-V with the def2-TZVPD basis set.

Summary:
Gap between HOMO and LUMO, eV: 9.39
HOMO energy, eV: -8.80
Total charge: 0
SMILES string: Cc1ccc(CCN2C[C@@H](C(=O)NCCC(C)C)CC2=O)cc1
E_LUMO, eV: 0.6

The geometry in XYZ format:
```
51
Properties=species:S:1:pos:R:3:forces:R:3:mulliken_charge:R:1
C -4.364 -3.578 0.634 -0.088 0.011 0.008 -1.487
C -4.278 -2.118 0.307 0.063 -0.014 0.001 1.019
C -4.566 -1.660 -0.973 0.036 -0.023 0.024 -0.742
C -4.505 -0.313 -1.275 0.000 0.041 0.074 -0.285
C -4.158 0.618 -0.303 -0.144 0.096 0.043 0.404
C -3.877 0.163 0.979 -0.040 0.054 -0.077 -0.161
C -3.936 -1.186 1.279 0.021 -0.070 -0.035 -0.895
H -3.713 -1.521 2.282 0.024 -0.046 0.099 0.363
H -3.608 0.874 1.746 0.015 0.110 0.092 0.444
C -4.022 2.073 -0.642 0.244 -0.015 -0.117 -1.371
H -4.795 2.378 -1.348 -0.041 0.049 0.027 0.466
H -4.113 2.677 0.262 -0.042 0.038 -0.051 0.392
C -2.646 2.361 -1.270 -0.284 0.314 0.131 -1.029
N -1.568 1.905 -0.429 0.061 -0.077 -0.227 0.085
C -1.210 2.538 0.701 0.352 -0.168 0.193 0.408
O -1.690 3.568 1.122 -0.226 0.360 0.170 -0.702
C -0.103 1.726 1.365 -0.088 0.053 0.080 -0.795
H 0.714 2.389 1.650 -0.066 0.006 0.037 0.432
H -0.507 1.276 2.274 -0.012 0.059 0.009 0.348
C 0.292 0.670 0.326 0.006 0.030 -0.275 0.142
C 1.617 1.023 -0.365 -0.408 -0.188 0.446 0.014
O 1.714 1.232 -1.556 0.071 0.083 -0.404 -0.693
N 2.665 1.050 0.481 0.252 0.010 0.268 -0.032
H 2.520 0.846 1.457 -0.127 0.010 -0.095 0.303
C 4.016 1.359 0.068 0.290 0.085 0.057 -0.677
H 4.305 2.324 0.504 -0.010 -0.058 -0.145 0.327
C 5.025 0.292 0.496 -0.111 0.054 -0.447 -0.924
H 6.014 0.755 0.507 0.038 0.018 0.087 0.382
C 5.086 -0.940 -0.415 0.017 -0.096 0.329 0.843
C 6.229 -1.848 0.036 -0.140 0.190 -0.204 -1.634
H 6.318 -2.707 -0.625 0.044 -0.130 -0.036 0.415
H 7.176 -1.312 0.028 0.140 0.018 0.033 0.406
H 6.050 -2.212 1.046 -0.005 -0.068 0.143 0.352
C 3.773 -1.720 -0.428 0.163 0.134 -0.204 -1.272
H 2.981 -1.142 -0.894 -0.139 -0.013 -0.044 0.191
H 3.893 -2.641 -0.994 -0.028 -0.125 -0.051 0.459
H 3.473 -1.981 0.586 -0.059 -0.050 0.145 0.295
H 5.294 -0.600 -1.435 0.006 0.038 0.011 0.209
H 4.800 -0.025 1.518 0.074 -0.031 0.121 0.321
H 3.995 1.463 -1.018 0.040 0.062 0.099 0.340
H 0.413 -0.317 0.779 -0.001 0.053 -0.043 0.604
C -0.862 0.674 -0.686 0.102 -0.451 -0.246 -0.602
H -0.465 0.672 -1.707 -0.072 -0.049 0.164 0.524
H -1.526 -0.189 -0.556 0.076 0.038 0.013 0.051
H -2.540 3.441 -1.408 0.010 -0.099 -0.085 0.434
H -2.554 1.862 -2.237 0.017 0.052 0.026 0.502
H -4.729 0.023 -2.278 -0.031 0.046 -0.123 0.418
H -4.838 -2.369 -1.742 -0.022 -0.082 -0.080 0.381
H -5.393 -3.845 0.875 -0.029 -0.102 0.030 0.287
H -3.743 -3.822 1.493 0.028 -0.071 0.037 0.364
H -4.051 -4.184 -0.213 0.021 -0.086 -0.009 0.378
```
Positions in Å, forces in eV/Å.


No. 2
Computed, not measured: a single C19H28N2O3S2 molecule, with ωB97M-V with the def2-TZVPD basis set.

Summary:
Gap between HOMO and LUMO, eV: 8.98
HOMO energy, eV: -8.59
Total charge: 0
SMILES string: CSC1(C(=O)N2C[C@H]3CSC[C@@]3(C)C2)CN(C(=O)[C@@H]2CC3(CC3)CO2)C1
E_LUMO, eV: 0.4

The geometry in XYZ format:
```
54
Properties=species:S:1:pos:R:3:forces:R:3:mulliken_charge:R:1
C -2.127 3.187 1.322 0.046 0.174 0.029 -0.866
S -1.953 1.397 1.326 -0.087 -0.091 0.015 -0.044
C -0.184 1.282 0.995 0.278 0.099 -0.449 2.368
C 0.181 1.864 -0.368 0.147 -0.039 0.044 -0.691
O 0.613 3.000 -0.448 -0.023 0.069 -0.043 -0.699
N 0.104 1.030 -1.445 -0.443 0.439 0.248 0.295
C -0.781 -0.119 -1.576 0.370 -0.414 -0.370 -0.652
C -1.689 0.185 -2.786 -0.139 -0.170 0.221 -0.485
C -3.070 0.711 -2.387 -0.079 -0.017 -0.112 -0.970
S -2.887 2.494 -2.166 0.006 0.011 0.069 -0.218
C -1.824 2.539 -3.626 -0.053 0.119 0.134 -1.119
C -0.937 1.277 -3.599 -0.060 0.361 -0.004 1.693
C -0.606 0.865 -5.026 0.021 -0.152 -0.074 -1.981
C 0.353 1.520 -2.788 0.428 -0.688 -0.427 -1.824
C 0.700 1.824 2.144 -0.470 -0.332 0.522 -1.296
N 1.108 0.444 2.416 0.576 -0.167 -0.286 0.377
C 1.724 -0.041 3.532 -0.394 0.022 0.066 0.315
O 1.689 0.578 4.576 0.312 0.300 -0.015 -0.665
C 2.546 -1.345 3.499 -0.242 -0.008 -0.296 0.174
C 2.680 -2.123 2.182 0.260 0.133 0.142 -1.146
C 1.562 -3.145 2.276 -0.038 -0.257 -0.338 1.195
C 0.679 -3.493 1.111 -0.241 0.186 -0.065 -0.990
C 1.687 -4.481 1.601 0.224 -0.225 0.157 -0.782
C 1.020 -3.032 3.691 -0.099 0.178 0.044 -0.634
O 1.991 -2.281 4.405 0.081 -0.206 0.158 -0.481
C 0.384 -0.131 1.282 -0.087 0.113 0.401 -1.062
H -3.179 3.412 1.486 -0.023 -0.063 0.017 0.425
H -1.539 3.632 2.123 -0.022 -0.024 0.014 0.306
H -1.818 3.605 0.367 -0.015 -0.029 -0.036 0.167
H -0.165 -0.994 -1.826 -0.029 0.022 0.071 0.242
H -1.331 -0.361 -0.673 -0.060 0.211 0.082 0.547
H -1.819 -0.732 -3.366 0.043 0.042 -0.065 0.400
H -3.799 0.522 -3.179 0.037 0.004 -0.015 0.440
H -3.447 0.251 -1.474 0.037 0.064 0.060 0.492
H -2.450 2.566 -4.521 0.034 -0.074 -0.027 0.453
H -1.235 3.454 -3.597 0.017 -0.009 -0.050 0.456
H -0.059 1.657 -5.544 -0.004 0.004 0.006 0.370
H 0.011 -0.036 -5.045 0.010 0.018 0.015 0.465
H -1.515 0.659 -5.594 -0.006 0.021 0.008 0.492
H 0.744 2.530 -2.821 -0.215 0.148 0.287 0.502
H 1.133 0.870 -3.212 -0.015 0.104 -0.035 0.440
H 1.527 2.459 1.835 -0.019 0.078 -0.040 0.305
H 0.135 2.270 2.961 0.090 0.122 -0.004 0.405
H 3.518 -1.045 3.888 -0.018 -0.004 0.075 0.416
H 2.664 -1.498 1.292 -0.144 0.063 0.002 0.358
H 3.653 -2.619 2.184 -0.049 -0.057 0.053 0.479
H -0.370 -3.687 1.300 0.003 -0.051 0.086 0.299
H 0.858 -3.009 0.160 0.091 0.052 0.000 0.195
H 2.570 -4.668 1.004 0.006 0.102 -0.073 0.275
H 1.341 -5.358 2.131 -0.094 0.039 0.054 0.275
H 0.051 -2.511 3.721 0.028 -0.006 -0.066 0.232
H 0.906 -3.995 4.187 0.009 -0.002 0.028 0.439
H -0.374 -0.860 1.576 0.077 -0.125 -0.093 0.158
H 1.021 -0.521 0.492 -0.063 -0.088 -0.128 0.155
```
Positions in Å, forces in eV/Å.